Here is the molecule C3H7N3O2 from the Open Molecules 2025 dataset. Energies are from ωB97M-V with the def2-TZVPD basis set.

## Properties
gap between HOMO and LUMO	10.3947	eV
2S+1	1
HOMO energy	-9.64	eV
lowest unoccupied orbital energy	0.75	eV
SMILES	[H]/N=C(\NNC)OC=O

Each line ends with the Löwdin charge.
Positions of all 15 atoms, in Å:
H1 -0.2218 -2.4516 -1.7413  0.103
N1 0.5960 -1.7608 -1.4940  0.151
C1 0.2252 -1.0440 -0.4824  -0.446
N2 -1.0148 -0.9420 0.1574  -0.033
N3 -1.1465 -0.0618 1.2807  -0.116
C2 -1.1437 1.3095 0.5852  -0.106
O1 1.3001 -0.4198 0.2028  -0.003
C3 1.9907 0.5130 -0.4210  -0.322
O2 1.9501 0.7596 -1.6769  0.001
H2 -1.5472 -1.7983 0.1168  0.134
H3 -0.2793 -0.1976 1.9570  0.153
H4 -1.6083 2.1144 1.2521  0.071
H5 -0.0097 1.5199 0.4441  0.063
H6 -1.8246 1.2713 -0.4873  0.155
H7 2.7338 1.1881 0.3069  0.194

---

Here is the molecule C16H20N2O5S from the Open Molecules 2025 dataset. Energies are from ωB97M-V with the def2-TZVPD basis set.

## Properties
gap between HOMO and LUMO	9.0508	eV
2S+1	1
HOMO energy	-8.57	eV
lowest unoccupied orbital energy	0.48	eV
SMILES	COc1ccc(C)cc1S(=O)(=O)N(C)CC(=O)NCc1ccco1

Each line ends with the Löwdin charge.
Positions of all 44 atoms, in Å:
C1 0.8548 1.0720 2.1929  -0.042
O1 0.1230 0.1993 1.3572  -0.089
C2 -1.0948 -0.2094 1.7677  -0.263
C3 -1.7660 0.2475 2.9024  0.004
C4 -3.0196 -0.2453 3.2168  -0.022
C5 -3.6532 -1.2017 2.4304  -0.266
C6 -5.0048 -1.7283 2.8011  -0.047
C7 -2.9835 -1.6547 1.3019  -0.012
C8 -1.7344 -1.1654 0.9802  -0.203
S1 -0.8983 -1.8115 -0.4588  0.704
O2 -1.7349 -2.8163 -1.0559  -0.276
O3 0.4427 -2.1994 -0.1204  -0.278
N1 -0.7658 -0.4699 -1.4759  -0.275
C9 -2.0522 0.1074 -1.7905  -0.085
C10 0.0705 -0.7726 -2.6311  -0.104
C11 1.3993 -0.0142 -2.5710  -0.478
O4 1.8389 0.6034 -3.5200  0.060
N2 2.0225 -0.1341 -1.3900  0.091
C12 3.3058 0.4965 -1.1509  -0.078
C13 3.1647 1.9190 -0.7092  -0.256
C14 2.6977 3.0167 -1.3681  -0.013
C15 2.7775 4.0939 -0.4513  -0.059
C16 3.2872 3.5727 0.6952  -0.134
O5 3.5223 2.2539 0.5533  0.010
H1 0.3773 2.0547 2.2579  0.105
H2 0.9764 0.6545 3.1965  0.104
H3 1.8313 1.1758 1.7272  0.079
H4 -1.3176 0.9889 3.5440  0.108
H5 -3.5181 0.1243 4.1013  0.120
H6 -5.3968 -2.3679 2.0158  0.078
H7 -4.9431 -2.3087 3.7209  0.084
H8 -5.7018 -0.9096 2.9709  0.082
H9 -3.4100 -2.4011 0.6499  0.120
H10 -1.9000 1.0225 -2.3607  0.101
H11 -2.5541 0.3506 -0.8553  0.084
H12 -2.6828 -0.5839 -2.3619  0.096
H13 0.2909 -1.8458 -2.6487  0.128
H14 -0.4394 -0.5125 -3.5612  0.134
H15 1.5752 -0.6790 -0.6615  0.094
H16 3.8479 -0.0691 -0.3922  0.135
H17 3.8568 0.4759 -2.0979  0.133
H18 2.3485 3.0395 -2.3793  0.109
H19 2.4992 5.1127 -0.6274  0.099
H20 3.5267 4.0120 1.6432  0.117

---

Here is a structure of composition C27H46BrNOP2V from the Open Molecules 2025 dataset. Energies are from ωB97M-V with the def2-TZVPD basis set.

## Properties
gap between HOMO and LUMO (spin up / spin down)	7.4642 / 3.4547	eV
2S+1	4
HOMO energy (spin up / spin down)	-12.93 / -12.08	eV
net charge	+2
lowest unoccupied orbital energy (spin up / spin down)	-5.46 / -8.63	eV
expectation value of S²	4.09

Each line ends with the Löwdin charge.
Positions of all 79 atoms, in Å:
N1 -5.9775 3.2541 -3.4591  0.063
C1 -5.8138 3.5797 -2.1772  -0.124
C2 -4.8725 2.9521 -1.3623  -0.020
C3 -3.9650 2.0272 -1.9206  -0.219
C4 -4.1523 1.6827 -3.2743  -0.016
C5 -5.1759 2.3239 -3.9896  -0.124
C6 -2.8359 1.6315 -1.0836  -0.196
V1 -1.7378 0.3283 0.0651  0.615
P1 3.9336 -0.8905 0.5496  1.199
C7 -1.5179 1.4111 -1.6244  -0.245
C8 -0.3280 2.0956 -1.0879  -0.263
C9 0.9085 1.9519 -1.7579  -0.036
C10 1.9909 2.7781 -1.4671  -0.137
C11 1.8721 3.7647 -0.4630  -0.714
C12 0.6437 3.8958 0.2351  -0.091
C13 -0.4195 3.0181 -0.0053  -0.027
Br1 3.3088 4.8138 0.0426  0.848
H1 -2.9583 1.8815 0.0057  0.102
H2 -1.4206 0.9709 -2.6173  0.117
H3 -4.8173 3.2371 -0.3183  0.108
H4 -3.5485 0.9133 -3.7837  0.112
H5 -6.4743 4.3548 -1.7771  0.118
H6 -5.3771 2.0719 -5.0403  0.117
H7 0.9982 1.1610 -2.5056  0.112
H8 -1.3177 3.0700 0.6132  0.107
H9 2.9381 2.6843 -2.0041  0.113
H10 0.6014 4.6325 1.0330  0.108
P2 -0.9493 -1.8792 -0.2586  0.904
C14 3.8796 0.9036 0.7787  -0.357
C15 5.2593 1.5602 0.5938  -0.131
H11 3.4783 1.1265 1.7780  0.102
H12 3.1637 1.2714 0.0350  0.051
H13 5.2669 2.5777 1.0074  0.059
H14 6.0383 0.9742 1.1010  0.076
H15 5.5249 1.6315 -0.4684  0.085
C16 3.4796 -1.2613 -1.1725  -0.345
C17 4.5934 -2.0019 -1.9206  -0.122
H16 3.2709 -0.2955 -1.6508  0.087
H17 2.5474 -1.8424 -1.1599  0.054
H18 4.3224 -2.1257 -2.9725  0.089
H19 5.5329 -1.4448 -1.8823  0.080
H20 4.7790 -2.9962 -1.5061  0.083
C18 2.9426 -1.7259 1.7932  -0.381
C19 3.8316 -2.1845 2.9669  -0.122
H21 2.4621 -2.5934 1.3149  0.073
H22 2.1607 -1.0234 2.1151  0.091
H23 3.2901 -2.8780 3.6186  0.088
H24 4.7246 -2.6989 2.5915  0.079
H25 4.1672 -1.3369 3.5739  0.084
C20 -0.5772 -2.7360 1.3305  -0.375
C21 -1.1951 -4.1243 1.3746  -0.130
H26 -0.9493 -2.1069 2.1575  0.071
H27 0.5175 -2.7585 1.4582  0.047
H28 -2.2874 -4.0642 1.3712  0.070
H29 -0.8765 -4.7408 0.5263  0.075
H30 -0.8985 -4.6457 2.2911  0.088
C22 -0.0158 -2.8687 -1.4916  -0.376
C23 -0.1391 -2.2460 -2.8830  -0.135
H31 -0.4055 -3.9001 -1.4817  0.095
H32 1.0364 -2.9261 -1.1710  0.054
H33 -1.1469 -2.4038 -3.2965  0.081
H34 0.0501 -1.1602 -2.8605  0.052
H35 0.5796 -2.7084 -3.5717  0.086
C24 -2.7143 -2.1574 -0.6902  -0.377
C25 -3.7362 -1.5296 0.2805  -0.114
H36 -2.8048 -3.2470 -0.6594  0.085
H37 -2.9367 -1.8991 -1.7434  0.101
H38 -4.6653 -1.3129 -0.2644  0.102
H39 -4.0255 -2.2902 1.0121  0.090
H40 -3.4566 -0.5926 0.8467  0.053
C26 -0.6291 0.9107 4.9082  -0.062
C27 -0.7213 1.3744 3.4693  -0.269
O1 -1.5066 0.5309 2.5814  -0.155
H41 -1.6012 0.7967 5.3887  0.090
H42 -0.0854 1.6829 5.4513  0.093
H43 -0.0660 -0.0151 5.0200  0.079
H44 -1.1640 2.3718 3.4156  0.119
H45 0.2639 1.4219 2.9963  0.107
H46 -2.0943 -0.0081 3.1321  0.097

---

Here is a cluster of 2 separate species, CH8N3O in total from the Open Molecules 2025 dataset. Energies are from ωB97M-V with the def2-TZVPD basis set.

## Properties
gap between HOMO and LUMO	12.1642	eV
2S+1	1
HOMO energy	-15.38	eV
net charge	+1
lowest unoccupied orbital energy	-3.22	eV

Each line ends with the Löwdin charge.
Positions of all 13 atoms, in Å:
N1 -0.5536 0.2470 -0.0381  0.183
C1 0.3240 -0.3002 -0.9015  -0.405
N2 0.0378 -1.4854 -1.4213  0.213
N3 1.5265 0.3763 -1.2213  0.200
H1 -0.3974 1.1153 0.4368  0.102
H2 -1.0659 -0.2862 0.6971  0.138
H3 0.6750 -1.9263 -2.1381  0.180
H4 -0.6695 -1.9309 -0.9443  0.101
H5 1.6495 1.3178 -0.9861  0.100
H6 1.8457 -0.0079 -2.1147  0.125
H7 -1.9770 0.7290 3.0907  0.059
H8 -0.5144 1.2540 3.5640  0.070
O1 -1.0706 0.9464 2.8210  -0.066

---

Here is a structure of composition CHCuFLi2O from the Open Molecules 2025 dataset. Energies are from ωB97M-V with the def2-TZVPD basis set.

## Properties
gap between HOMO and LUMO (spin up / spin down)	2.1043 / 4.5426	eV
2S+1	2
HOMO energy (spin up / spin down)	-3.45 / -5.84	eV
lowest unoccupied orbital energy (spin up / spin down)	-1.34 / -1.30	eV
expectation value of S²	0.78

Each line ends with the Löwdin charge.
Positions of all 7 atoms, in Å:
C1 0.2317 -0.4350 -0.9501  -0.387
O1 0.9179 0.3337 -0.2059  -0.581
Li1 -0.4405 1.6002 0.6079  0.681
Cu1 -2.2179 -0.4772 -0.2885  0.258
H1 0.8918 -1.2738 -1.3184  -0.062
F1 -1.7643 0.5083 1.1867  -0.679
Li2 2.3813 -0.2562 0.9683  0.769

---

Here is a cluster of 2 separate species, H3N3 in total from the Open Molecules 2025 dataset. Energies are from ωB97M-V with the def2-TZVPD basis set.

## Properties
gap between HOMO and LUMO	11.0017	eV
2S+1	1
HOMO energy	-9.70	eV
lowest unoccupied orbital energy	1.30	eV
SMILES	N#N.N

Each line ends with the Löwdin charge.
Positions of all 6 atoms, in Å:
N1 2.7104 -0.4331 0.0388  -0.001
N2 2.1874 0.5480 0.0086  -0.004
N3 -1.0437 -0.0412 0.0167  -0.009
H1 -1.0006 -0.7472 -0.7009  0.000
H2 -1.5732 -0.2247 0.8897  0.021
H3 -1.2803 0.8982 -0.2529  -0.007

---

Looking at energy above the lowest of the compared OMol25 structures with the same formula, charge and spin for the records above, in order, we have 5.060, 2.719, 0.000, 1.037, 0.119, 0.199 eV.
Looking at strongest force on any atom for the records above, in order, we have 6.4, 1.2, 2.1, 5.4, 4.9, 3.4 eV/Å.